# 1
Molecular formula: C4H6O2
Method: DFT, wB97M-V/def2-TZVPD

Computed properties:
* SMILES string: O=C[C@@H]1C[C@@H]1O
* Kohn-Sham gap: 0.3932 Eh
* energy above the lowest of the compared OMol25 structures with the same formula, charge and spin: 2.0136 eV
* max |F|: 0.50 eV/Å
* net charge: 0

CARTESIAN COORDINATES (ANGSTROEM)
O: -1.5587 0.3788 0.7148
C: -0.9065 -0.3874 -0.2607
C: 0.0982 0.1412 -1.2322
C: 0.5661 -0.6634 -0.0403
C: 0.9760 0.1649 1.1347
O: 1.1899 -0.2490 2.2430
H: -1.2834 1.3034 0.6935
H: -1.5650 -1.1884 -0.5811
H: 0.1486 -0.3090 -2.2215
H: 0.3375 1.2047 -1.2256
H: 0.9995 -1.6560 -0.1354
H: 0.9978 1.2600 0.9109

Forces on atoms 1 to 2 (eV/Å):
-0.265 0.294 -0.238
-0.097 -0.175 -0.118

Per-atom Löwdin charges, elementary charge units: number 1, O, carries -0.01; number 2, C, carries -0.31; number 3, C, carries -0.06; number 4, C, carries -0.18; number 5, C, carries -0.26; number 6, O, carries 0.08; number 7, H, carries 0.10; number 8, H, carries 0.15; number 9, H, carries 0.11; number 10, H, carries 0.11; number 11, H, carries 0.15; number 12, H, carries 0.13

=====

# 2
Molecular formula: C9H16N2O8
Method: DFT, wB97M-V/def2-TZVPD

Computed properties:
* SMILES string: N[C@@H](CCC(=O)O)C(=O)O.N[C@@H](CC(=O)O)C(=O)O
* Kohn-Sham gap: 0.3744 Eh
* energy above the lowest of the compared OMol25 structures with the same formula, charge and spin: 0.0000 eV
* max |F|: 0.56 eV/Å
* net charge: 0

CARTESIAN COORDINATES (ANGSTROEM)
C: 2.8929 1.3686 -0.4765
C: 2.0030 2.4008 0.2445
C: 2.6308 -0.0326 0.0758
C: 3.3256 -1.1204 -0.7468
C: 3.1159 -2.5064 -0.1878
C: -3.3459 0.3212 -0.9803
C: -4.6474 -0.0615 -0.2896
C: -2.3356 -0.8249 -0.8804
C: -1.7093 -0.9068 0.4922
H: 4.8099 1.5290 -1.2465
H: 4.7605 1.4438 0.3882
H: 2.5778 1.4036 -1.5297
H: 2.9721 -0.0810 1.1182
H: 1.5501 -0.1927 0.0925
H: 2.9640 -1.1330 -1.7791
H: 4.4089 -0.9386 -0.7689
H: 3.3059 -3.4977 1.3852
H: 3.5007 3.4815 0.0784
H: -3.4681 2.2676 -0.3579
H: -2.0244 1.8719 -1.0339
H: -3.6340 0.4069 -2.0441
H: -1.5230 -0.6819 -1.5947
H: -2.8407 -1.7690 -1.1037
H: -2.1463 -0.9915 2.3046
H: -6.0580 0.6284 0.7115
N: 4.2868 1.8191 -0.4281
N: -2.7684 1.5362 -0.4297
O: 0.8738 2.1596 0.5890
O: 2.6909 -3.4564 -0.7967
O: 3.4782 -2.5817 1.1110
O: 2.5844 3.5875 0.4199
O: -5.1604 -1.1502 -0.3702
O: -0.5247 -0.9328 0.7188
O: -2.6372 -0.9807 1.4659
O: -5.2257 0.9718 0.3471

Forces on atoms 1 to 2 (eV/Å):
-0.051 -0.083 -0.012
-0.418 -0.342 0.014

Per-atom Löwdin charges, elementary charge units: number 1, C, carries -0.29; number 2, C, carries -0.50; number 3, C, carries -0.14; number 4, C, carries -0.09; number 5, C, carries -0.52; number 6, C, carries -0.31; number 7, C, carries -0.50; number 8, C, carries -0.04; number 9, C, carries -0.51; number 10, H, carries 0.09; number 11, H, carries 0.10; number 12, H, carries 0.16; number 13, H, carries 0.13; number 14, H, carries 0.10; number 15, H, carries 0.13; number 16, H, carries 0.12; number 17, H, carries 0.13; number 18, H, carries 0.09; number 19, H, carries 0.08; number 20, H, carries 0.09; number 21, H, carries 0.16; number 22, H, carries 0.13; number 23, H, carries 0.13; number 24, H, carries 0.14; number 25, H, carries 0.14; number 26, N, carries 0.04; number 27, N, carries 0.08; number 28, O, carries 0.11; number 29, O, carries 0.10; number 30, O, carries 0.10; number 31, O, carries 0.11; number 32, O, carries 0.11; number 33, O, carries 0.10; number 34, O, carries 0.12; number 35, O, carries 0.11

=====

# 3
Molecular formula: C20H42N3PtS5SbSi4
Method: DFT, wB97M-V/def2-TZVPD

Computed properties:
* Kohn-Sham gap: 0.2082 Eh
* energy above the lowest of the compared OMol25 structures with the same formula, charge and spin: 0.4460 eV
* max |F|: 0.86 eV/Å
* net charge: -2

CARTESIAN COORDINATES (ANGSTROEM)
Pt: 0.9344 -0.4258 0.8414
S: 2.3594 -3.8201 -1.8067
Sb: 3.3188 -2.4002 -0.2773
S: 2.2128 -2.4827 1.8183
S: 2.7525 -0.1094 -0.6514
S: 5.5928 -2.5638 0.0273
S: 1.1131 0.9921 3.1664
C: 2.7583 1.3668 2.9787
N: 3.6288 0.4575 2.4697
C: 4.9200 0.6872 2.1789
C: 5.4793 1.9036 2.4528
C: 4.6426 2.8931 3.0029
C: 3.3215 2.6419 3.2553
H: 3.2308 -0.4657 2.1897
H: 5.4351 -0.1318 1.6863
H: 6.5129 2.0945 2.2084
H: 5.0426 3.8807 3.2044
H: 2.6598 3.4070 3.6353
C: -2.5198 1.2259 2.3583
Si: -2.4701 1.2952 0.4780
C: -3.3754 2.8881 -0.0270
C: -3.5781 -0.1038 -0.1553
Si: -0.2619 1.1898 -0.2953
Si: -0.3781 0.8155 -2.6087
C: -1.8596 1.6621 -3.4557
C: -0.5732 -1.0211 -2.9635
C: 1.1284 1.4504 -3.5444
Si: 0.5123 3.3923 -0.0753
C: 0.0263 4.2088 1.5586
C: -0.2192 4.5324 -1.4131
C: 2.3887 3.4752 -0.2191
H: -3.5506 1.1962 2.7265
H: -2.0148 2.0870 2.7992
H: -1.9986 0.3323 2.7062
H: -4.4313 2.8189 0.2535
H: -3.3217 3.0643 -1.1011
H: -2.9495 3.7627 0.4682
H: -4.6157 0.0688 0.1477
H: -3.2480 -1.0584 0.2522
H: -3.5488 -0.1724 -1.2456
H: -2.7901 1.5334 -2.9013
H: -2.0033 1.2306 -4.4515
H: -1.6863 2.7335 -3.5721
H: -1.5575 -1.3708 -2.6382
H: 0.1917 -1.6078 -2.4468
H: -0.4820 -1.2142 -4.0368
H: 1.2033 2.5376 -3.4665
H: 1.0520 1.1892 -4.6051
H: 2.0409 1.0148 -3.1395
H: -1.0586 4.3092 1.6375
H: 0.4658 5.2095 1.6283
H: 0.3633 3.6059 2.4031
H: -1.2579 4.2779 -1.6258
H: 0.3371 4.4520 -2.3492
H: -0.1908 5.5773 -1.0894
H: 2.8475 2.6067 0.2563
H: 2.7832 4.3804 0.2535
H: 2.6996 3.4650 -1.2659
N: -0.8613 -1.7826 1.2138
C: -0.8874 -2.7459 0.5671
N: -0.8523 -3.8635 -0.1156
C: -0.1377 -5.0150 0.4368
C: -1.1264 -5.9318 1.1482
C: -2.2793 -6.3138 0.2160
C: -2.9537 -5.0748 -0.3780
C: -1.9202 -4.1788 -1.0532
H: 0.6568 -4.6401 1.0813
H: 0.3432 -5.5163 -0.4066
H: -1.5202 -5.4160 2.0300
H: -0.6062 -6.8264 1.4982
H: -3.0145 -6.9233 0.7489
H: -1.8847 -6.9282 -0.6013
H: -3.4428 -4.5033 0.4175
H: -3.7251 -5.3612 -1.0978
H: -2.3495 -3.2488 -1.4234
H: -1.4533 -4.6952 -1.8974

Forces on atoms 1 to 2 (eV/Å):
0.157 -0.716 -0.445
0.020 0.042 0.015

Per-atom Löwdin charges, elementary charge units: number 1, Pt, carries 0.13; number 2, S, carries -0.28; number 3, Sb, carries -0.20; number 4, S, carries -0.09; number 5, S, carries -0.05; number 6, S, carries -0.34; number 7, S, carries 0.57; number 8, C, carries -0.76; number 9, N, carries 0.02; number 10, C, carries -0.09; number 11, C, carries -0.08; number 12, C, carries -0.09; number 13, C, carries -0.11; number 14, H, carries -0.04; number 15, H, carries 0.07; number 16, H, carries 0.09; number 17, H, carries 0.10; number 18, H, carries 0.09; number 19, C, carries -0.24; number 20, Si, carries 0.33; number 21, C, carries -0.23; number 22, C, carries -0.23; number 23, Si, carries 0.16; number 24, Si, carries 0.32; number 25, C, carries -0.23; number 26, C, carries -0.22; number 27, C, carries -0.23; number 28, Si, carries 0.34; number 29, C, carries -0.23; number 30, C, carries -0.22; number 31, C, carries -0.23; number 32, H, carries 0.02; number 33, H, carries 0.01; number 34, H, carries 0.00; number 35, H, carries 0.02; number 36, H, carries 0.00; number 37, H, carries 0.01; number 38, H, carries 0.02; number 39, H, carries -0.01; number 40, H, carries 0.01; number 41, H, carries 0.00; number 42, H, carries 0.02; number 43, H, carries 0.01; number 44, H, carries 0.00; number 45, H, carries -0.01; number 46, H, carries 0.03; number 47, H, carries 0.00; number 48, H, carries 0.02; number 49, H, carries -0.02; number 50, H, carries 0.00; number 51, H, carries 0.02; number 52, H, carries -0.03; number 53, H, carries 0.00; number 54, H, carries 0.01; number 55, H, carries 0.02; number 56, H, carries -0.02; number 57, H, carries 0.02; number 58, H, carries 0.02; number 59, N, carries 0.07; number 60, C, carries -0.31; number 61, N, carries -0.08; number 62, C, carries -0.18; number 63, C, carries -0.18; number 64, C, carries -0.21; number 65, C, carries -0.18; number 66, C, carries -0.15; number 67, H, carries 0.06; number 68, H, carries 0.09; number 69, H, carries 0.11; number 70, H, carries 0.11; number 71, H, carries 0.10; number 72, H, carries 0.11; number 73, H, carries 0.11; number 74, H, carries 0.10; number 75, H, carries 0.11; number 76, H, carries 0.13